(1)
14
Properties=species:S:1:pos:R:3:forces:R:3 method="wB97M-V/def2-TZVPD" e_above_lowest_kcal_mol=55.5 smiles=COC[n+]1nnn[nH]1 total_charge=+1 fmax_ev_per_a=4.81 homo_ev=-15.97 e_tot_ha=-428.3754
C -1.789 0.059 -0.870 -0.30 -0.11 -0.23
C 0.140 1.234 -0.169 -0.88 1.88 -0.66
N 2.635 -1.215 0.594 2.25 -1.02 -0.09
N 1.684 -1.717 1.280 -1.23 -1.17 1.26
N 2.226 -0.128 0.000 -0.76 2.01 -1.15
N 0.621 -1.111 1.265 0.92 3.04 -2.38
N 1.073 0.192 0.202 -0.07 -4.02 2.64
O -1.121 0.831 0.137 0.13 -0.02 0.30
H -2.459 -0.619 -0.348 -0.03 0.05 -0.07
H -1.080 -0.520 -1.463 0.04 -0.04 -0.03
H -2.368 0.718 -1.523 0.11 -0.06 0.09
H 0.306 1.453 -1.239 0.06 -0.19 0.29
H 0.397 2.126 0.421 -0.03 -0.30 -0.09
H -0.266 -1.305 1.714 -0.19 -0.05 0.12

=====

(2)
71
Properties=species:S:1:pos:R:3:forces:R:3 method="wB97M-V/def2-TZVPD" multiplicity=2 total_charge=+1 fmax_ev_per_a=2.39 homo_ev="-10.75 / -10.90" s_squared=1.164 e_tot_ha=-10432.5001
Mn 1.136 -0.583 -1.733 1.59 1.66 0.67
C 2.566 1.345 1.040 -0.24 0.02 -0.15
C 3.310 0.109 0.662 -0.11 0.07 -0.21
C 4.461 -0.264 1.389 0.21 -0.32 -0.06
C 5.202 -1.352 1.017 -0.18 0.25 0.15
C 4.826 -2.089 -0.122 -0.29 0.04 -0.32
C 5.536 -3.182 -0.679 0.22 -0.14 -0.10
Br 7.094 -3.835 0.182 -0.28 0.10 -0.14
C 5.150 -3.762 -1.870 0.32 -0.02 0.27
C 4.029 -3.294 -2.544 -0.84 0.56 -0.26
Br 3.497 -3.972 -4.222 0.26 -0.11 0.29
C 3.252 -2.251 -2.021 1.47 -0.76 0.93
O 2.225 -1.771 -2.630 -1.68 0.97 -0.28
C 3.663 -1.649 -0.792 0.31 -0.37 -0.15
N 2.911 -0.595 -0.383 -0.52 -0.11 -0.23
H 3.210 2.213 0.883 0.02 0.00 0.05
H 2.292 1.314 2.094 -0.03 0.05 0.00
H 1.675 1.475 0.423 0.09 -0.04 0.12
H 4.754 0.327 2.242 -0.01 0.08 0.07
H 6.082 -1.636 1.571 0.10 -0.03 0.08
H 5.734 -4.563 -2.300 0.00 -0.03 0.03
C -3.087 -2.456 4.314 -0.04 0.17 -0.15
C -3.640 -1.289 3.491 -0.20 -0.07 0.18
C -5.033 -1.668 2.963 0.15 0.02 0.05
C -3.761 -0.066 4.411 0.07 -0.11 -0.11
C -2.764 -0.942 2.308 0.16 -0.05 -0.18
C -1.765 -1.791 1.829 0.20 -0.11 -0.21
C -1.007 -1.375 0.763 0.61 -0.06 -0.40
Br 0.312 -2.528 -0.052 -0.49 0.14 0.43
C -1.116 -0.108 0.125 -0.67 -0.65 0.96
O -0.204 0.274 -0.709 0.73 -0.45 -1.21
C -2.275 0.647 0.488 0.20 0.01 -0.13
C -3.007 0.222 1.581 0.15 -0.05 0.03
C -2.860 1.785 -0.331 -0.02 0.24 -0.14
C -3.064 3.036 0.533 0.04 -0.17 -0.11
C -4.211 1.272 -0.865 0.13 0.09 0.03
C -1.998 2.164 -1.530 -0.08 -0.02 0.13
H -3.675 -2.563 5.223 -0.06 -0.03 0.06
H -2.055 -2.276 4.605 0.13 -0.02 0.07
H -3.149 -3.397 3.775 0.05 -0.13 -0.08
H -5.695 -1.866 3.802 -0.12 -0.04 0.07
H -4.984 -2.561 2.343 -0.01 -0.08 -0.06
H -5.461 -0.865 2.367 -0.09 0.09 -0.04
H -4.352 -0.324 5.286 -0.06 -0.02 0.10
H -4.251 0.767 3.916 -0.06 0.12 -0.01
H -2.778 0.262 4.741 0.09 0.06 0.09
H -1.589 -2.762 2.263 0.01 -0.07 0.07
H -3.848 0.827 1.875 -0.13 0.07 0.01
H -3.764 2.866 1.345 -0.10 -0.01 0.13
H -3.460 3.840 -0.081 -0.07 0.13 -0.08
H -2.119 3.363 0.958 0.11 0.08 0.06
H -4.921 1.096 -0.064 -0.11 -0.03 0.10
H -4.073 0.336 -1.404 -0.02 -0.07 -0.09
H -4.640 2.002 -1.546 -0.08 0.12 -0.09
H -1.045 2.566 -1.199 0.09 0.00 -0.10
H -2.505 2.923 -2.123 -0.10 0.09 -0.01
H -1.829 1.294 -2.166 0.05 0.08 -0.06
F 3.581 4.777 -3.336 0.05 0.14 0.00
C 3.026 3.578 -3.135 -0.19 -0.31 0.10
C 1.649 3.454 -3.163 0.34 0.12 -0.15
C 1.088 2.207 -2.955 -0.08 -0.60 0.16
C 1.874 1.097 -2.635 0.15 -0.38 0.31
C 3.265 1.247 -2.695 -0.18 -0.09 0.12
C 3.846 2.482 -2.927 -0.06 0.24 -0.14
H 1.040 4.321 -3.360 -0.09 0.10 -0.08
H 0.018 2.107 -3.048 -0.09 0.02 0.15
H 3.933 0.404 -2.574 -0.05 -0.07 0.14
H 4.918 2.615 -2.946 0.07 -0.05 -0.05
N -0.451 -1.006 -4.253 0.40 0.41 0.81
C 0.062 -0.732 -3.249 -1.04 -0.73 -1.42
H -0.780 -1.244 -5.165 -0.09 0.05 -0.05